The following is a quantum chemistry calculation of a 12-piece molecular cluster, C35H62Br22O4 overall, from OMol25.

Geometry as XYZ:
```
123
Properties=species:S:1:pos:R:3
C 4.466 -5.336 1.088
C 5.016 -3.915 0.412
C 4.755 -2.596 1.350
O 3.498 -2.625 2.124
C 2.429 -2.000 1.321
C 1.816 -2.793 0.180
C 0.650 -1.988 -0.708
O 0.663 -2.072 -2.040
C -0.413 -1.093 0.191
C -2.032 -1.016 -0.050
C -2.641 -2.166 -1.047
O -3.304 -3.292 -0.370
C -2.388 -4.037 0.508
C -2.989 -3.842 2.057
C 0.192 -0.312 1.344
C 1.841 -0.457 1.588
O 2.626 0.570 1.923
H 5.355 -6.097 1.053
H 3.608 -5.778 0.385
H 4.005 -5.193 2.156
H 6.128 -4.011 0.005
H 4.347 -3.772 -0.566
H 5.688 -2.464 2.045
H 4.667 -1.671 0.601
H 2.169 -3.887 -0.037
H -2.535 -1.201 1.016
H -2.385 0.074 -0.375
H -3.481 -1.631 -1.702
H -1.878 -2.618 -1.812
H -1.259 -3.743 0.415
H -2.445 -5.208 0.294
H -2.225 -3.318 2.778
H -3.320 -4.878 2.500
H -3.960 -3.158 1.978
H -0.424 0.377 2.065
Br -3.609 3.331 2.264
C -2.235 3.409 0.883
C -2.845 3.613 -0.484
Br -3.624 1.960 -1.164
H -1.648 2.490 0.964
H -1.606 4.261 1.155
H -2.076 3.885 -1.213
H -3.636 4.368 -0.499
Br 7.550 -6.550 2.166
C 8.885 -7.152 0.879
C 9.481 -5.986 0.123
Br 8.256 -5.335 -1.248
H 8.397 -7.885 0.231
H 9.651 -7.654 1.477
H 10.377 -6.297 -0.421
H 9.726 -5.134 0.763
Br -2.859 -0.946 -3.993
C -2.351 -1.973 -5.571
C -3.010 -3.333 -5.574
Br -2.127 -4.550 -4.332
H -1.258 -2.021 -5.582
H -2.693 -1.377 -6.421
H -2.911 -3.807 -6.555
H -4.067 -3.303 -5.295
Br 1.812 3.058 -0.946
C 3.682 2.806 -0.453
C 4.154 3.896 0.481
Br 4.492 5.556 -0.484
H 4.254 2.755 -1.384
H 3.717 1.832 0.043
H 5.113 3.629 0.932
H 3.437 4.128 1.274
Br 1.625 -5.482 2.593
C 1.325 -5.883 4.478
C 2.629 -6.133 5.198
Br 3.330 -7.907 4.794
H 0.637 -6.732 4.518
H 0.825 -4.997 4.881
H 2.478 -6.128 6.281
H 3.412 -5.414 4.941
Br -3.994 6.408 0.174
C -4.520 7.644 -1.240
C -5.392 6.962 -2.268
Br -4.331 5.840 -3.460
H -3.600 8.061 -1.658
H -5.074 8.438 -0.731
H -5.867 7.699 -2.921
H -6.161 6.321 -1.828
Br -4.036 -1.915 -8.700
C -3.453 -0.209 -9.444
C -4.204 0.945 -8.819
Br -6.007 1.091 -9.548
H -3.579 -0.273 -10.528
H -2.387 -0.146 -9.210
H -3.721 1.896 -9.063
H -4.304 0.861 -7.734
Br 3.489 4.351 6.900
C 4.864 4.429 5.518
C 4.254 4.634 4.151
Br 3.474 2.980 3.471
H 5.450 3.510 5.599
H 5.492 5.282 5.791
H 5.022 4.905 3.422
H 3.463 5.389 4.137
Br -7.669 2.159 -1.323
C -7.969 1.758 0.562
C -6.665 1.508 1.283
Br -5.964 -0.267 0.878
H -8.657 0.909 0.602
H -8.469 2.643 0.965
H -6.816 1.513 2.366
H -5.882 2.227 1.025
Br -1.384 -0.341 7.487
C -1.910 0.896 6.074
C -2.782 0.213 5.045
Br -1.721 -0.909 3.854
H -0.990 1.312 5.655
H -2.464 1.690 6.582
H -3.257 0.950 4.393
H -3.551 -0.427 5.485
Br -0.448 6.601 -1.495
C 0.888 6.000 -2.782
C 1.483 7.165 -3.538
Br 0.259 7.817 -4.909
H 0.400 5.266 -3.430
H 1.653 5.497 -2.184
H 2.379 6.855 -4.082
H 1.728 8.018 -2.898
```

Its structure (SMILES) is CCCOC1=CC(=O)C(CCOCC)=CC1=O.BrCCBr.BrCCBr.BrCCBr.BrCCBr.BrCCBr.BrCCBr.BrCCBr.BrCCBr.BrCCBr.BrCCBr.BrCCBr. The calculation puts the LUMO energy at -1.3 eV. The HOMO-LUMO gap comes out at 7.74 eV. As for the total charge: 0. The electronic energy is -58299.7011 a.u. The calculation puts the molar mass at 2304.76 Da.

Löwdin atomic charge list, values in e, 8 entries:
1 C -0.200
2 C -0.211
3 C -0.192
4 O -0.170
5 C -0.108
6 C 0.082
7 C -0.181
8 O -0.028

The following is a quantum chemistry calculation of C35H62N2O3S as an isolated structure, from OMol25.

Geometry as XYZ:
```
103
Properties=species:S:1:pos:R:3
C -6.711 -6.461 0.124
C -6.202 -5.009 -0.327
C -4.737 -4.735 0.263
C -3.635 -4.588 -0.874
C -2.640 -3.395 -0.599
C -1.481 -3.485 -1.713
C -0.900 -2.011 -1.881
C 0.591 -2.117 -2.410
C 1.704 -2.038 -1.288
C 1.350 -2.869 0.032
C 2.532 -2.616 1.057
C 2.230 -3.048 2.547
C 0.832 -2.578 3.102
C 0.585 -1.014 2.987
C -0.302 -0.421 4.153
C -0.638 1.129 3.938
C -2.081 1.245 3.286
C -2.290 2.552 2.391
C -3.368 2.289 1.259
C -2.971 1.181 0.195
C -1.876 1.784 -0.748
C -2.343 2.458 -1.969
C -1.283 3.056 -2.903
C -1.719 3.835 -4.209
C -2.693 5.036 -3.870
C -1.983 6.331 -3.308
O -0.896 6.080 -2.410
C 0.156 2.970 -2.625
C 0.698 2.297 -1.397
N 2.028 2.197 -1.039
S 1.855 1.359 0.457
N 0.214 1.174 0.615
C -0.405 1.734 -0.501
H -6.476 -6.619 1.220
H -7.812 -6.525 -0.083
H -6.137 -7.226 -0.470
H -6.157 -5.003 -1.452
H -6.917 -4.207 0.000
H -4.425 -5.626 0.892
H -4.768 -3.831 0.941
H -3.109 -5.577 -1.025
H -4.153 -4.360 -1.851
H -2.138 -3.419 0.406
H -3.123 -2.385 -0.782
H -0.682 -4.226 -1.438
H -1.896 -3.828 -2.712
H -1.514 -1.534 -2.709
H -1.019 -1.364 -0.971
H 0.701 -3.010 -3.094
H 0.755 -1.213 -3.083
H 2.636 -2.512 -1.727
H 1.884 -0.965 -1.013
H 1.346 -3.959 -0.285
H 0.326 -2.644 0.434
H 2.858 -1.548 0.931
H 3.401 -3.252 0.698
H 3.020 -2.538 3.190
H 2.375 -4.156 2.720
H 0.717 -2.872 4.193
H 0.027 -3.126 2.534
H 1.556 -0.440 2.990
H -0.005 -0.867 2.033
H 0.125 -0.580 5.184
H -1.282 -0.994 4.134
H -0.687 1.677 4.927
H 0.167 1.651 3.336
H -2.864 1.303 4.103
H -2.287 0.295 2.714
H -2.738 3.325 3.091
H -1.331 2.989 2.003
H -3.519 3.279 0.726
H -4.363 2.043 1.742
H -3.887 1.014 -0.451
H -2.703 0.185 0.635
H -3.436 2.559 -2.201
H -2.337 3.084 -4.799
H -0.852 4.102 -4.868
H -3.493 4.654 -3.181
H -3.212 5.311 -4.842
H -1.605 6.981 -4.139
H -2.771 6.892 -2.710
H -1.149 5.461 -1.703
H 0.846 3.438 -3.376
C 4.882 1.807 -1.578
C 5.698 0.660 -2.112
O 5.277 -0.479 -2.089
C 7.058 0.980 -2.677
H 3.925 1.438 -1.207
H 5.416 2.291 -0.756
H 4.687 2.526 -2.377
H 7.686 1.428 -1.904
H 6.958 1.664 -3.523
H 7.532 0.061 -3.024
C 4.726 2.997 2.930
C 6.082 2.846 2.291
O 6.368 3.434 1.269
C 7.069 1.933 2.972
H 4.120 3.681 2.334
H 4.224 2.028 2.969
H 4.832 3.409 3.935
H 6.670 0.918 3.014
H 7.279 2.297 3.980
H 8.000 1.919 2.404
```

The calculation puts the LUMO energy at -1.0 eV. The HOMO-LUMO gap comes out at 7.57 eV. As for the total charge: 0. The electronic energy is -2104.0657 a.u. The calculation puts the molar mass at 590.96 Da.

Löwdin atomic charge list, values in e, 8 entries:
1 C -0.132
2 C -0.251
3 C -0.214
4 C -0.223
5 C -0.208
6 C -0.216
7 C -0.222
8 C -0.209

The following is a quantum chemistry calculation of a 4-piece molecular cluster, C35H64Cl2N2O13SSi overall, from OMol25.

Geometry as XYZ:
```
118
Properties=species:S:1:pos:R:3
C 4.468 -3.187 0.256
C 4.209 -1.684 -0.430
C 5.524 -1.087 -1.273
C 5.422 0.402 -1.970
C 4.006 1.217 -1.807
C 3.844 2.735 -2.472
C 4.191 3.797 -1.231
C 5.002 3.033 -3.625
C 2.667 0.623 -1.003
O 1.413 1.390 -0.935
C 1.288 2.155 0.315
C -0.122 3.058 0.345
O 0.161 4.203 1.200
N -0.332 3.459 -1.131
C 0.560 4.443 -1.492
O 1.149 5.589 -1.897
O -1.179 2.151 0.708
C -2.128 2.596 1.709
O -1.581 2.669 3.107
C -3.018 3.921 1.359
C -3.364 4.163 -0.217
O -3.564 2.954 -1.025
Si -4.056 3.307 -2.672
C -2.601 3.644 -3.898
C -4.962 1.703 -3.354
C -5.323 4.743 -2.865
C -3.244 1.348 1.829
O -4.134 1.485 2.992
C -5.535 1.559 2.470
N -6.652 1.923 1.873
O -2.399 0.139 2.107
C -3.221 -1.072 1.908
Cl -3.318 -1.989 3.559
C -2.609 -2.148 0.833
C -2.350 -1.555 -0.674
C -3.726 -0.878 -1.341
C -4.221 -1.631 -2.711
S -4.660 -3.468 -2.448
O -5.396 -3.561 -1.084
O -5.699 -3.855 -3.548
Cl -3.009 -4.739 -2.618
C 2.794 -0.849 -0.289
H 4.445 -3.944 -0.636
H 5.577 -3.196 0.684
H 3.659 -3.462 1.056
H 6.535 -1.702 -1.397
H 6.368 0.788 -2.561
H 2.748 2.855 -2.871
H 3.228 4.214 -0.707
H 4.773 3.169 -0.421
H 4.804 4.742 -1.614
H 6.065 2.908 -3.102
H 4.921 2.338 -4.564
H 4.941 4.180 -3.928
H 2.234 2.788 0.605
H 1.168 1.347 1.186
H -0.453 4.980 1.052
H -1.451 3.675 3.234
H -2.516 4.930 1.754
H -4.062 3.870 1.936
H -4.372 4.802 -0.246
H -2.556 4.861 -0.747
H -1.735 2.860 -3.812
H -3.059 3.507 -4.992
H -2.236 4.764 -3.854
H -4.223 0.955 -3.872
H -5.586 1.173 -2.510
H -5.748 2.015 -4.195
H -5.825 4.798 -3.946
H -4.804 5.772 -2.655
H -6.204 4.625 -2.095
H -3.782 1.123 0.816
H -4.329 -0.843 1.582
H -3.395 -3.033 0.728
H -1.591 -2.594 1.211
H -1.972 -2.356 -1.444
H -1.509 -0.710 -0.634
H -4.627 -0.893 -0.584
H -3.450 0.260 -1.507
H -3.502 -1.475 -3.638
H -5.250 -1.120 -3.029
H 1.887 -1.327 0.306
C -6.647 6.778 2.800
C -7.167 6.554 1.389
C -8.676 6.373 1.376
O -6.548 5.396 0.836
H -6.870 5.917 3.441
H -5.558 6.894 2.795
H -7.093 7.671 3.248
H -6.893 7.406 0.757
H -8.971 5.498 1.967
H -9.035 6.201 0.356
H -9.183 7.255 1.782
H -6.785 4.635 1.391
C 3.318 -7.138 1.380
C 4.458 -7.187 0.375
C 5.075 -8.575 0.305
O 5.459 -6.244 0.749
H 3.673 -7.379 2.388
H 2.892 -6.130 1.429
H 2.524 -7.841 1.111
H 4.089 -6.898 -0.615
H 5.492 -8.868 1.275
H 5.902 -8.593 -0.413
H 4.333 -9.322 0.004
H 5.792 -6.493 1.627
C 9.508 -6.992 4.301
C 8.432 -7.696 3.489
C 9.015 -8.350 2.247
O 7.438 -6.751 3.103
H 9.983 -6.197 3.716
H 9.072 -6.515 5.186
H 10.280 -7.695 4.627
H 7.941 -8.454 4.108
H 9.473 -7.603 1.589
H 8.228 -8.842 1.665
H 9.773 -9.094 2.511
H 7.865 -6.073 2.553
```

Its structure (SMILES) is Cc1ccc(C(C)C)c(OC[C@@](O)(N=C=O)O[C@@](O)(CCO[Si](C)(C)C)[C@H](OC#N)O[C@H](Cl)CCCCS(=O)(=O)Cl)c1.CC(C)O.CC(C)O.CC(C)O. The calculation puts the LUMO energy at -1.1 eV. The HOMO-LUMO gap comes out at 6.93 eV. As for the total charge: 0. The electronic energy is -4066.9342 a.u. The calculation puts the molar mass at 851.96 Da.

Löwdin atomic charge list, values in e, 8 entries:
1 C -0.125
2 C -0.166
3 C -0.035
4 C -0.022
5 C -0.058
6 C -0.326
7 C -0.105
8 C -0.131

The following is a quantum chemistry calculation of C35H66FHgNO16 as an isolated structure, from OMol25.

Geometry as XYZ:
```
120
Properties=species:S:1:pos:R:3
Hg -0.323 0.481 -0.393
C 2.731 3.596 -1.961
C 2.413 2.942 -0.622
O 1.442 1.955 -0.699
H 3.597 4.243 -1.822
H 1.921 4.277 -2.220
H 2.903 2.936 -2.811
H 2.006 3.695 0.052
H 3.271 2.550 -0.077
C -4.088 -1.152 1.277
C -3.575 -0.912 -0.088
O -2.205 -0.883 -0.208
H -5.163 -1.328 1.303
H -3.910 -0.279 1.905
H -3.743 -2.080 1.733
H -4.068 -0.079 -0.588
H -3.924 -1.725 -0.725
C -1.696 -4.058 0.811
N -1.580 -5.552 0.666
O -2.466 -6.130 0.102
O -0.597 -6.151 1.067
H -2.698 -3.850 1.185
H -1.526 -3.672 -0.194
H -0.935 -3.798 1.548
O -1.761 2.474 -0.128
C -2.178 3.643 -0.254
O -3.473 4.061 -0.052
C -4.587 3.137 0.067
C -5.026 2.860 -1.340
C -1.228 4.765 -0.657
H -5.381 3.570 0.676
H -4.290 2.207 0.553
H -4.188 2.449 -1.903
H -5.418 3.754 -1.825
H -5.815 2.122 -1.490
H -1.516 5.690 -0.157
H -1.405 5.020 -1.702
H -0.215 4.405 -0.475
O 1.325 -0.868 0.841
C 2.478 -1.155 1.243
O 3.339 -2.066 0.813
C 2.947 -2.959 -0.175
C 1.999 -4.133 0.360
C 3.086 -0.234 2.287
H 3.835 -3.470 -0.547
H 2.321 -2.534 -0.959
H 1.194 -3.640 0.905
H 2.494 -4.882 0.978
H 1.519 -4.529 -0.535
H 3.534 -0.751 3.134
H 2.284 0.410 2.650
H 3.884 0.370 1.856
O -0.585 1.193 1.969
C -0.897 1.789 3.008
O -0.392 2.954 3.358
C 0.573 3.540 2.533
C 0.756 5.013 2.955
C -1.741 1.156 4.116
H 0.225 3.552 1.500
H 1.514 2.995 2.459
H 1.029 5.691 2.146
H 1.519 5.051 3.732
H -0.121 5.501 3.378
H -2.088 0.198 3.729
H -2.569 1.848 4.264
H -1.072 1.058 4.971
O -1.298 1.333 -2.532
C -1.646 1.741 -3.628
O -2.250 1.026 -4.581
C -2.666 -0.292 -4.492
C -4.191 -0.443 -4.248
C -1.358 3.108 -4.065
H -2.104 -0.896 -3.781
H -2.392 -0.758 -5.439
H -4.754 0.144 -4.973
H -4.458 -0.030 -3.275
H -4.480 -1.488 -4.359
H -1.360 3.113 -5.155
H -0.389 3.372 -3.641
H -2.128 3.779 -3.685
O -2.102 -2.450 6.318
C -1.237 -1.564 6.370
O -0.334 -1.294 5.369
C -0.185 -1.988 4.142
C 0.632 -3.298 4.341
C -1.136 -0.693 7.589
H 0.384 -1.373 3.446
H -1.139 -2.169 3.646
H 0.858 -3.831 3.417
H 0.181 -4.005 5.039
H 1.658 -3.180 4.690
H -0.820 0.326 7.362
H -0.444 -1.152 8.294
H -2.130 -0.607 8.028
O 0.596 -0.962 -2.210
C 0.921 -1.263 -3.306
O 0.800 -2.536 -3.850
C 0.142 -3.578 -3.176
C -1.373 -3.532 -3.353
C 1.643 -0.294 -4.182
H 0.525 -3.540 -2.156
H 0.469 -4.505 -3.647
H -1.897 -4.456 -3.108
H -1.658 -3.263 -4.370
H -1.807 -2.784 -2.690
H 2.272 -0.869 -4.861
H 2.056 0.525 -3.592
H 0.896 0.146 -4.843
F 4.524 -1.783 -2.889
C 5.365 -0.968 -2.202
C 6.695 -0.956 -2.532
C 7.548 -0.073 -1.802
C 7.009 0.766 -0.856
C 5.693 0.647 -0.466
C 4.858 -0.194 -1.174
H 7.023 -1.624 -3.314
H 8.546 0.066 -2.189
H 7.717 1.380 -0.319
H 5.237 1.165 0.365
H 3.792 -0.224 -1.005
```

The calculation puts the LUMO energy at 0.6 eV. The HOMO-LUMO gap comes out at 7.84 eV. As for the total charge: 0. The electronic energy is -2884.8823 a.u. The calculation puts the molar mass at 976.49 Da.

Löwdin atomic charge list, values in e, 8 entries:
1 Hg 1.208
2 C -0.091
3 C -0.472
4 O -0.389
5 H 0.063
6 H 0.051
7 H 0.058
8 H 0.064

> The highest HOMO-LUMO gap belongs to which entry?

C35H66FHgNO16

> HOMO-LUMO gap of number 3 (C35H64Cl2N2O13SSi)?

6.93 eV

> electronic energy of number 2 (C35H62N2O3S)?

-2104.0657 a.u.

> Number 3 is which compound?

C35H64Cl2N2O13SSi